(1)
13
Properties=species:S:1:pos:R:3:lowdin_charge:R:1 method="wB97M-V/def2-TZVPD" homo_lumo_gap_ev=6.5 e_lumo_ha=-0.0473 relative_energy_kj_mol=747.1 charge=0
C 0.20 0.59 -0.16 -0.422
C 1.08 -1.30 0.01 -0.152
C -0.19 -0.76 -0.19 -0.256
H -1.45 1.76 -0.25 0.043
H -0.24 2.76 -0.07 0.196
H 3.12 -0.71 0.75 0.299
H 1.48 -2.36 -0.20 0.133
H -3.25 -0.57 0.11 -0.005
N -0.47 1.67 -0.23 0.106
N 1.56 0.78 0.16 0.009
N 2.07 -0.41 -0.05 -0.118
N -1.55 -1.28 -0.32 0.098
N -2.37 -0.17 0.45 0.069

(2)
10
Properties=species:S:1:pos:R:3:lowdin_charge:R:1 method="wB97M-V/def2-TZVPD" homo_lumo_gap_ev=10.6 smiles="O=C1CCN1" e_lumo_ha=0.0349 relative_energy_kj_mol=118.9 charge=0
O -1.55 -1.35 -1.10 0.067
C -0.75 -0.62 -0.57 -0.553
C 0.59 -0.85 0.11 -0.001
C 0.51 0.84 0.36 -0.102
N -0.78 0.71 -0.29 0.039
H 0.36 -1.41 1.04 0.109
H 1.27 -1.51 -0.45 0.109
H 0.51 0.97 1.44 0.082
H 1.00 1.78 -0.01 0.111
H -1.40 1.41 -0.68 0.142

(3)
15
Properties=species:S:1:pos:R:3:lowdin_charge:R:1 method="wB97M-V/def2-TZVPD" homo_lumo_gap_ev=8.3 e_lumo_ha=0.0346 relative_energy_kj_mol=477.8 charge=0
C -0.24 1.04 0.76 -0.216
N 0.45 0.49 1.87 -0.040
H -0.09 -0.11 2.47 0.071
H 1.02 1.13 2.41 0.067
H 0.03 2.08 0.54 0.085
H -1.32 0.94 0.80 0.093
H 0.62 0.67 -0.29 0.077
C -0.10 -1.59 -0.56 -0.092
C -0.05 -0.21 -1.12 -0.529
N -0.74 0.17 -2.12 0.036
H -0.57 1.12 -2.44 0.044
H 1.32 0.10 -1.05 0.177
H 0.42 -2.28 -1.22 0.082
H -1.14 -1.91 -0.48 0.083
H 0.39 -1.64 0.42 0.061

(4)
115
Properties=species:S:1:pos:R:3:lowdin_spin:R:1 method="wB97M-V/def2-TZVPD" homo_lumo_gap_ev="6.6 / 6.0" e_lumo_ha="-0.1994 / -0.2059" relative_energy_kj_mol=376.8 charge=+2 multiplicity=4
Re -0.20 -0.47 -0.19 2.763
Se -6.71 2.12 1.00 0.000
P -4.95 3.23 0.69 0.003
C -4.57 4.33 2.08 0.001
C -4.68 3.79 3.36 0.000
C -4.49 4.61 4.46 0.000
C -4.22 5.96 4.29 0.000
C -4.10 6.49 3.01 0.000
C -4.26 5.67 1.90 0.000
C -5.03 4.17 -0.85 0.001
C -5.98 5.20 -0.93 0.000
C -6.19 5.85 -2.13 0.000
C -5.47 5.48 -3.26 0.000
C -4.55 4.45 -3.19 0.000
C -4.32 3.79 -1.99 0.000
C -3.37 2.31 0.49 0.010
C -2.92 0.98 0.29 -0.078
N -1.57 1.03 0.10 0.009
N -1.28 2.34 0.22 -0.016
N -2.32 3.12 0.45 -0.077
P -3.68 -0.65 0.12 0.006
Se -2.06 -2.04 0.50 0.046
C -4.31 -0.74 -1.56 0.002
C -3.67 -1.54 -2.51 0.003
C -4.15 -1.56 -3.81 0.000
C -5.24 -0.78 -4.16 -0.001
C -5.88 0.01 -3.22 0.001
C -5.42 0.04 -1.91 -0.001
C -4.91 -0.91 1.38 -0.002
C -4.60 -0.54 2.69 0.000
C -5.51 -0.80 3.70 0.000
C -6.71 -1.44 3.40 0.001
C -6.99 -1.84 2.10 0.000
C -6.09 -1.58 1.08 0.001
H -4.93 2.75 3.49 0.000
H -4.58 4.20 5.46 0.000
H -4.11 6.61 5.15 0.000
H -3.88 7.54 2.87 0.000
H -4.15 6.09 0.90 0.000
H -6.55 5.47 -0.05 0.000
H -6.92 6.65 -2.19 0.000
H -5.65 5.98 -4.20 0.000
H -4.01 4.15 -4.08 0.000
H -3.61 2.98 -1.94 0.000
H -2.82 -2.15 -2.22 0.003
H -3.67 -2.19 -4.55 0.000
H -5.61 -0.80 -5.18 0.000
H -6.74 0.61 -3.49 0.000
H -5.91 0.65 -1.17 0.000
H -3.66 -0.04 2.90 0.000
H -5.28 -0.51 4.72 0.000
H -7.42 -1.63 4.19 0.000
H -7.92 -2.35 1.88 0.000
H -6.31 -1.87 0.06 0.000
C 1.89 0.87 3.61 0.001
C 1.82 -0.64 3.90 0.000
C 0.65 -1.14 3.03 0.005
O 0.13 0.02 2.34 0.060
C 0.49 1.16 3.12 0.005
H 2.61 1.08 2.81 0.000
H 2.16 1.45 4.49 0.000
H 1.61 -0.82 4.95 0.000
H 2.75 -1.15 3.65 0.000
H -0.15 -1.57 3.64 0.001
H 0.95 -1.86 2.28 0.002
H -0.21 1.26 3.96 0.001
H 0.41 2.05 2.49 0.000
N 2.27 -0.01 -0.16 0.042
S 3.06 0.90 -1.20 0.018
C 2.06 2.42 -0.91 0.006
C 1.98 3.40 -2.07 0.000
C 1.24 4.50 -2.03 0.000
C 0.36 4.95 -0.87 -0.001
C 1.75 3.98 0.86 0.000
C 2.61 3.16 0.30 0.001
C 2.59 0.44 -2.89 0.005
C 1.28 0.31 -3.34 0.020
C 1.05 -0.18 -4.62 0.004
C 2.12 -0.54 -5.43 0.000
C 3.42 -0.40 -4.98 0.003
C 3.66 0.09 -3.70 0.000
H 2.88 -0.69 0.27 0.001
H 2.56 3.17 -2.96 0.000
H 1.22 5.17 -2.88 0.000
H -0.68 4.99 -1.21 0.000
H 1.95 4.64 1.70 0.000
H 3.63 3.01 0.62 0.000
H 0.43 0.62 -2.74 0.017
H 0.04 -0.27 -4.98 0.000
H 1.93 -0.92 -6.43 0.000
H 4.25 -0.67 -5.61 0.000
H 4.67 0.21 -3.33 0.000
N 1.01 7.36 -0.12 0.000
C 0.72 6.30 -0.45 0.000
N 0.41 4.05 0.31 0.002
C 0.00 2.76 -0.05 -0.013
N 0.75 1.90 -0.60 0.023
N 0.80 -2.19 -0.51 0.033
C 1.12 -3.31 -0.49 0.050
N 1.49 -4.55 -0.49 0.028
C 1.79 -5.30 -1.72 0.003
C 3.25 -5.73 -1.71 0.001
C 3.58 -6.51 -0.44 0.000
C 3.22 -5.69 0.81 0.001
C 1.76 -5.27 0.76 0.003
H 1.56 -4.68 -2.59 0.000
H 1.14 -6.18 -1.74 0.001
H 3.88 -4.84 -1.77 0.000
H 3.45 -6.34 -2.60 0.000
H 4.64 -6.76 -0.42 0.000
H 3.03 -7.45 -0.43 0.000
H 3.85 -4.80 0.86 0.000
H 3.40 -6.27 1.71 0.000
H 1.49 -4.64 1.61 0.000
H 1.11 -6.16 0.77 0.001

(5)
24
Properties=species:S:1:pos:R:3:lowdin_charge:R:1 method="wB97M-V/def2-TZVPD" homo_lumo_gap_ev=8.8 e_lumo_ha=-0.0116 relative_energy_kj_mol=967.8 charge=0
C -1.30 -1.99 1.34 -0.303
C -0.64 -0.57 1.18 -0.445
C -2.35 -1.67 -0.13 -0.072
C 0.38 0.98 -0.41 -0.252
C 0.88 1.07 -1.86 -0.505
C 1.44 1.71 0.34 -0.253
H -2.70 -1.25 2.62 0.004
H -1.63 -2.82 3.46 0.223
H -0.61 -2.82 1.28 0.100
H -3.45 -2.29 0.14 0.109
H -1.22 -2.01 -0.98 0.153
H -2.65 -0.33 -0.31 0.148
H 0.59 -1.13 -0.70 0.179
H -0.60 1.53 -0.33 0.178
H 1.67 2.82 0.07 0.152
H 1.33 1.93 1.46 0.125
H 2.68 0.29 1.41 0.312
H 1.24 0.13 -3.41 0.115
N -2.24 -2.11 2.54 -0.036
N 0.25 -0.40 0.07 0.049
O -1.05 0.46 1.82 -0.028
O 1.08 1.99 -2.60 0.120
O 2.66 0.87 0.12 -0.192
O 0.91 -0.04 -2.55 0.119

(6)
4
Properties=species:S:1:pos:R:3:lowdin_spin:R:1 method="wB97M-V/def2-TZVPD" homo_lumo_gap_ev="3.4 / 2.9" e_lumo_ha="-0.5293 / -0.5294" relative_energy_kj_mol=499.1 charge=+2 multiplicity=2
Cu 0.89 1.22 -1.92 0.022
Zn 0.32 -3.53 1.46 -0.001
F 0.02 -0.89 0.14 0.002
Cl -1.24 3.20 0.32 0.977

(7)
133
Properties=species:S:1:pos:R:3:lowdin_charge:R:1 method="wB97M-V/def2-TZVPD" homo_lumo_gap_ev=6.3 e_lumo_ha=0.0656 charge=-1
C 3.35 1.99 -2.08 -0.235
C 2.83 2.73 -3.29 -0.902
I 0.76 3.26 -3.01 0.766
C 2.97 1.99 -4.62 -0.927
I 5.05 2.02 -5.17 0.728
P 2.19 0.22 -4.70 0.462
F 2.80 0.08 -6.33 -0.438
C 1.38 -1.50 -4.83 -0.330
O -0.06 -1.47 -4.86 -0.158
C -0.57 -0.96 -3.66 -0.321
O -1.90 -1.40 -3.50 -0.095
C -2.64 -0.43 -2.78 -0.191
C -3.22 0.63 -3.74 -0.231
O -3.53 0.10 -5.01 -0.063
H 3.39 2.67 -1.23 0.064
H 4.36 1.63 -2.23 0.036
H 2.67 1.20 -1.82 0.035
H 3.36 3.67 -3.38 0.035
H 2.46 2.57 -5.38 -0.024
H 3.41 -0.39 -4.20 -0.009
H 1.67 0.38 -3.36 -0.045
H 0.97 0.80 -5.24 -0.008
H 1.72 -2.17 -4.03 0.073
H 1.67 -1.96 -5.77 0.070
H -0.52 0.13 -3.68 0.081
H 0.04 -1.31 -2.81 0.131
H -3.45 -0.93 -2.26 0.108
H -1.99 0.07 -2.06 0.107
H -4.16 1.02 -3.34 0.110
H -2.54 1.48 -3.83 0.101
H -2.69 -0.01 -5.50 0.086
C -1.85 0.58 3.76 -0.070
C -1.03 1.18 2.63 -0.425
C -1.85 1.45 1.36 -0.199
O -2.14 0.30 0.59 -0.192
C -3.29 -0.42 0.99 -0.103
N 0.14 0.33 2.36 0.043
H -2.07 -0.47 3.59 0.069
H -1.29 0.64 4.70 0.068
H -2.79 1.11 3.90 0.065
H -0.66 2.15 2.97 0.135
H -1.25 2.09 0.70 0.122
H -2.77 2.00 1.58 0.120
H -4.07 0.25 1.37 0.083
H -3.04 -1.16 1.76 0.078
H -3.67 -0.95 0.12 0.075
H 0.73 0.79 1.68 0.069
H -0.20 -0.50 1.89 0.070
C -6.51 2.72 7.86 -0.071
C -6.66 2.32 6.40 -0.433
C -5.74 1.17 5.97 -0.201
O -4.39 1.53 5.76 -0.201
C -3.58 1.56 6.92 -0.096
N -6.49 3.51 5.55 0.047
H -5.59 3.29 8.03 0.064
H -7.34 3.36 8.16 0.074
H -6.50 1.84 8.51 0.077
H -7.68 1.97 6.26 0.131
H -6.09 0.80 5.00 0.100
H -5.80 0.33 6.67 0.123
H -3.87 0.79 7.64 0.092
H -3.62 2.55 7.39 0.078
H -2.55 1.38 6.61 0.074
H -6.69 3.26 4.59 0.067
H -5.50 3.75 5.55 0.071
C -9.82 -1.07 1.64 -0.070
C -8.33 -0.79 1.73 -0.431
C -7.96 0.24 2.80 -0.220
O -8.22 1.59 2.46 -0.194
C -9.55 2.03 2.69 -0.104
N -7.84 -0.41 0.40 0.048
H -10.36 -0.26 1.16 0.064
H -10.00 -1.97 1.05 0.076
H -10.25 -1.23 2.63 0.077
H -7.83 -1.72 2.01 0.136
H -6.88 0.19 2.96 0.107
H -8.43 0.00 3.77 0.118
H -9.97 1.57 3.58 0.090
H -10.19 1.82 1.83 0.075
H -9.51 3.11 2.83 0.088
H -6.82 -0.32 0.42 0.065
H -8.17 0.53 0.20 0.072
C 4.81 -2.71 2.26 -0.063
C 4.68 -1.22 2.56 -0.423
C 4.00 -0.41 1.44 -0.214
O 4.82 -0.14 0.32 -0.195
C 4.88 -1.18 -0.64 -0.093
N 6.01 -0.69 2.89 0.045
H 5.59 -2.91 1.52 0.061
H 5.08 -3.25 3.16 0.072
H 3.87 -3.11 1.87 0.079
H 4.05 -1.12 3.45 0.135
H 3.74 0.57 1.85 0.120
H 3.07 -0.89 1.13 0.116
H 3.93 -1.71 -0.72 0.094
H 5.68 -1.89 -0.40 0.072
H 5.10 -0.73 -1.61 0.081
H 5.92 0.28 3.19 0.076
H 6.54 -0.63 2.02 0.074
C -0.11 0.92 -7.63 -0.075
C 0.19 2.28 -8.27 -0.419
C 0.36 2.22 -9.79 -0.215
O 1.60 1.70 -10.23 -0.191
C 1.68 0.28 -10.27 -0.105
N 1.35 2.85 -7.59 0.057
H 0.77 0.29 -7.58 0.052
H -0.46 1.06 -6.61 0.052
H -0.90 0.40 -8.19 0.080
H -0.66 2.93 -8.07 0.132
H 0.33 3.24 -10.18 0.115
H -0.47 1.67 -10.26 0.114
H 0.72 -0.16 -10.56 0.086
H 1.99 -0.12 -9.30 0.078
H 2.43 0.02 -11.01 0.082
H 1.52 3.80 -7.92 0.076
H 2.18 2.33 -7.90 0.075
C 11.10 -3.85 3.23 -0.073
C 10.03 -4.93 3.14 -0.435
C 8.61 -4.38 2.95 -0.218
O 8.03 -3.86 4.13 -0.197
C 8.36 -2.52 4.42 -0.115
N 10.15 -5.81 4.30 0.034
H 11.09 -3.35 4.19 0.063
H 12.09 -4.29 3.11 0.073
H 10.97 -3.10 2.45 0.078
H 10.25 -5.53 2.25 0.133
H 7.97 -5.22 2.65 0.121
H 8.57 -3.64 2.15 0.118
H 8.47 -1.92 3.52 0.075
H 9.27 -2.46 5.03 0.072
H 7.54 -2.10 5.00 0.078
H 9.50 -6.59 4.19 0.069
H 9.79 -5.30 5.10 0.067

(8)
18
Properties=species:S:1:pos:R:3:lowdin_charge:R:1 method="wB97M-V/def2-TZVPD" homo_lumo_gap_ev=9.9 e_lumo_ha=0.0324 relative_energy_kj_mol=271.0 charge=0
C -2.15 0.48 -0.65 -0.074
C -1.35 -0.53 0.17 -0.207
N 0.05 -0.14 0.35 -0.115
C 0.37 0.75 1.44 -0.035
C 0.94 -0.51 -0.57 -0.556
O 0.60 -1.18 -1.61 -0.068
C 2.39 -0.35 -0.48 -0.021
H -3.20 0.18 -0.70 0.076
H -1.75 0.54 -1.67 0.078
H -2.11 1.48 -0.20 0.068
H -1.36 -1.51 -0.32 0.119
H -1.78 -0.65 1.18 0.119
H 0.21 0.24 2.40 0.096
H 1.41 1.06 1.38 0.078
H -0.25 1.64 1.40 0.091
H 2.91 0.11 -1.34 0.066
H 2.09 -1.52 -1.21 0.224
H 2.96 -0.08 0.43 0.060

(9)
11
Properties=species:S:1:pos:R:3:lowdin_charge:R:1 method="wB97M-V/def2-TZVPD" homo_lumo_gap_ev=9.2 smiles="CN(N)C=S" e_lumo_ha=0.0309 relative_energy_kj_mol=116.0 charge=0
C -0.89 -1.04 -0.04 -0.067
N 0.05 0.02 -0.03 -0.341
N 1.40 -0.33 -0.11 0.038
C -0.27 1.30 0.17 -0.719
S 0.78 2.54 0.18 0.589
H -0.77 -1.68 0.82 0.079
H -1.93 -0.75 -0.11 0.090
H -0.68 -1.71 -0.89 0.091
H 1.77 0.07 -0.97 0.084
H 1.88 0.03 0.73 0.087
H -1.34 1.54 0.25 0.069

(10)
46
Properties=species:S:1:pos:R:3:lowdin_charge:R:1 method="wB97M-V/def2-TZVPD" homo_lumo_gap_ev=8.7 smiles="CCOc1ccc2nc(S[C@H]3CC(=O)N(c4ccc(OC)cc4)C3=O)sc2c1" e_lumo_ha=0.0236 charge=0
C 5.06 -6.08 5.77 -0.065
C 4.59 -4.78 5.13 -0.263
O 3.56 -5.10 4.22 -0.051
C 2.95 -4.11 3.52 -0.266
C 3.28 -2.75 3.62 -0.017
C 2.61 -1.80 2.87 -0.005
C 1.59 -2.20 2.01 -0.321
N 0.84 -1.38 1.21 0.042
C -0.02 -2.04 0.54 -0.926
S -1.15 -1.34 -0.57 0.993
C -0.66 0.42 -0.38 -0.433
C 0.48 0.82 -1.30 -0.080
C -0.15 1.76 -2.31 -0.401
O 0.39 2.26 -3.26 0.123
N -1.47 1.97 -1.94 0.100
C -2.36 2.81 -2.65 -0.182
C -1.95 4.06 -3.08 0.004
C -2.81 4.87 -3.79 -0.008
C -4.11 4.44 -4.07 -0.275
O -5.04 5.16 -4.75 -0.081
C -4.69 6.43 -5.23 -0.087
C -4.51 3.18 -3.63 0.012
C -3.65 2.37 -2.93 0.005
C -1.84 1.27 -0.80 -0.453
O -2.91 1.35 -0.25 0.122
S -0.03 -3.80 0.78 1.036
C 1.27 -3.57 1.92 -0.461
C 1.94 -4.52 2.66 -0.009
H 5.43 -6.75 5.01 0.078
H 5.86 -5.87 6.48 0.076
H 4.23 -6.56 6.29 0.078
H 4.22 -4.09 5.90 0.126
H 5.42 -4.29 4.60 0.126
H 4.06 -2.42 4.28 0.102
H 2.86 -0.76 2.95 0.115
H -0.44 0.54 0.68 0.116
H 1.28 1.33 -0.77 0.137
H 0.92 -0.03 -1.82 0.125
H -0.95 4.40 -2.87 0.119
H -2.47 5.84 -4.11 0.104
H -5.57 6.81 -5.74 0.093
H -3.86 6.38 -5.94 0.096
H -4.43 7.12 -4.41 0.096
H -5.52 2.86 -3.85 0.120
H -3.97 1.39 -2.60 0.120
H 1.69 -5.57 2.60 0.122